This record from the OMol25 dataset describes a structure of composition C24H37IrN2O10S2Si at a distorted geometry. The level of theory is the ωB97M-V functional and the def2-TZVPD basis.

Properties
⟨S²⟩	0.76
DFT total energy	-2988.7302	Eh
2S+1	2
energy above the lowest of the compared OMol25 structures with the same formula, charge and spin	274.6	kJ/mol
total charge	+1
molecular weight	798.0	g mol⁻¹

Structure (XYZ):
```
77
Properties=species:S:1:pos:R:3:forces:R:3
Ir -0.027509 -0.581537 2.211288 1.871 2.478 2.119
S -0.288804 -1.123406 -0.010930 0.359 0.520 1.044
S -1.837839 -0.421257 4.039386 -1.656 -1.322 0.026
Si 0.054013 0.367983 -1.745782 0.182 0.211 0.503
O -1.038824 -0.128333 -2.781492 -0.004 -0.198 -0.110
O 2.130800 -1.012535 2.162211 -2.077 -1.400 -0.884
O -0.196324 1.801638 -1.092193 -0.120 0.011 -0.014
O -0.497846 -0.674533 4.578616 0.819 0.031 -0.558
O 4.188450 3.450966 5.314033 0.082 -0.143 -0.106
O 4.166853 -0.303235 2.729068 -0.301 -0.273 -0.100
O -1.730154 0.695198 3.042207 0.428 -0.588 -1.092
O -2.928246 -0.324594 4.940220 0.253 0.241 0.102
O 1.561162 0.127187 -2.165175 0.025 0.082 0.047
O 5.115647 1.740147 4.249420 0.461 -0.348 -0.141
N 1.003223 1.104333 3.128263 -0.420 -1.466 -1.494
N 0.570483 2.195868 3.746666 -0.407 0.158 -0.105
C -3.365414 -2.817143 1.164534 0.100 0.106 -0.072
C -2.738818 1.500157 -3.319914 0.197 -0.077 0.049
C 3.811174 -0.240907 -2.814183 -0.172 -0.028 0.052
C -3.416775 -5.316536 0.852074 -0.054 0.000 0.026
C 2.299945 0.994450 3.340014 0.236 0.169 0.001
C 0.674155 2.907353 -0.713115 0.202 0.234 0.032
C 2.952882 -0.198588 2.709613 0.420 1.158 0.587
C 1.917480 -0.806434 -4.365252 -0.127 0.085 0.177
C 1.006846 3.695893 -1.971615 -0.207 -0.098 0.073
C -2.941029 -1.690936 1.831754 -0.226 -0.114 -0.017
C 2.392263 -0.785702 -2.919576 0.323 -0.266 -0.192
C -2.938761 -4.091554 1.561586 0.081 0.036 0.111
C -0.136583 3.727495 0.279873 0.011 -0.096 -0.165
C -2.458577 0.034765 -3.020634 -0.346 -0.020 -0.094
C -2.771559 -0.858419 -4.212450 0.091 0.068 0.100
C 4.096044 2.475443 4.615878 -0.558 0.414 0.191
C 2.737271 2.083166 4.114040 -0.072 -0.246 -0.161
C -1.630770 -3.100179 3.337465 0.079 -0.231 -0.039
C 1.586848 2.820647 4.352530 0.359 -0.120 -0.012
C 1.948773 2.371236 -0.070716 -0.151 -0.022 -0.208
C 2.299980 -2.164732 -2.278267 -0.119 0.248 0.043
C -2.072854 -4.213408 2.656673 0.093 0.057 -0.075
C -3.227214 -0.419944 -1.784058 0.264 0.043 -0.050
C -2.058008 -1.829322 2.917088 0.317 0.788 0.284
H 2.565118 -2.101145 -1.220909 0.044 -0.040 0.000
H -0.434850 3.095096 1.118135 0.015 0.027 0.041
H -4.042418 -2.718939 0.325782 -0.001 -0.021 -0.001
H 4.881446 0.964095 3.680553 -0.112 0.145 0.078
H -0.989235 -3.190018 4.204771 0.010 0.010 -0.011
H -2.899159 -1.416904 -1.482128 -0.054 -0.034 -0.054
H 1.900748 0.206189 -4.769684 0.045 -0.002 -0.033
H -3.833743 -0.818993 -4.450789 -0.013 0.033 -0.002
H -1.036843 4.116135 -0.195810 -0.020 0.000 0.021
H 1.671551 4.523885 -1.726927 0.006 0.020 -0.027
H 2.489053 3.169481 0.438060 -0.023 -0.001 0.008
H 1.282550 -2.554104 -2.367442 0.021 -0.087 -0.035
H 0.910223 -1.220335 -4.428170 0.006 -0.021 -0.051
H 4.144549 -0.249467 -1.776095 0.017 0.030 0.004
H 0.098867 4.091525 -2.427135 0.009 0.041 -0.005
H 2.590894 -1.413146 -4.968311 -0.012 -0.026 -0.021
H -1.754099 -5.196083 2.979008 0.014 -0.012 -0.031
H 3.859773 0.778443 -3.197053 0.005 0.006 -0.014
H -3.285106 -0.701517 1.556302 -0.042 -0.034 -0.021
H -3.802249 1.654449 -3.496976 -0.018 -0.005 -0.009
H -0.417270 2.406357 3.740980 -0.032 0.032 -0.013
H 1.504957 3.046314 -2.692448 0.063 0.032 -0.013
H -2.205285 -0.529312 -5.082981 -0.002 -0.027 -0.021
H 0.454690 4.565964 0.646868 -0.007 0.004 0.022
H -4.122221 -5.856417 1.487886 -0.008 -0.003 -0.009
H -2.184777 1.819203 -4.202782 -0.024 0.001 -0.028
H 2.988712 -2.849286 -2.770317 -0.042 -0.067 -0.001
H -2.502490 -1.890528 -3.986646 -0.006 -0.019 -0.023
H -2.425091 2.112671 -2.473948 -0.073 0.062 -0.012
H 1.678692 1.600433 0.643070 0.061 -0.117 0.251
H -3.920424 -5.068018 -0.079143 0.009 -0.035 -0.017
H -3.053483 0.275865 -0.958211 -0.062 0.004 0.035
H 2.597746 1.926301 -0.821795 0.071 0.007 0.037
H -4.292624 -0.448921 -2.007224 -0.037 0.023 0.078
H 1.472104 3.738935 4.903540 -0.074 -0.017 0.036
H -2.588050 -5.993829 0.647875 0.000 0.000 -0.031
H 4.485355 -0.865069 -3.399050 0.031 0.008 -0.001
```
Forces are in eV/Å.

This record from the OMol25 dataset describes a cluster of 2 separate species, C5H14 in total at a distorted geometry. The level of theory is the ωB97M-V functional and the def2-TZVPD basis.

Properties
DFT total energy	-198.8793	Eh
structure (SMILES)	CCC.CC
energy above the lowest of the compared OMol25 structures with the same formula, charge and spin	25.9	kJ/mol
molecular weight	74.2	g mol⁻¹

Structure (XYZ):
```
19
Properties=species:S:1:pos:R:3:forces:R:3
C 1.052949 0.924982 0.233982 0.913 -0.016 -0.182
C -2.286537 -1.512877 -0.200844 0.104 -0.523 -0.323
C -2.050506 -0.413907 -1.239816 0.465 0.032 -0.270
C 1.624691 1.402547 1.575223 -1.085 0.125 0.438
C 1.788905 -0.284876 -0.324909 0.849 -0.260 0.265
H -3.331197 -1.825872 -0.164155 -0.032 0.255 0.156
H -2.823563 -0.375613 -2.004899 -0.155 0.002 0.095
H 1.608119 2.493170 1.624370 0.386 -0.031 -0.059
H -1.735179 -2.437094 -0.409109 0.045 0.223 -0.138
H 1.580447 -0.472749 -1.377813 -0.328 -0.159 0.087
H 1.210302 1.725496 -0.487078 -0.364 0.132 -0.111
H 1.631635 -1.180909 0.278369 -0.335 -0.112 -0.166
H -1.972534 -1.193525 0.786214 -0.055 0.058 0.214
H -1.106028 -0.520963 -1.795677 -0.177 -0.149 0.331
H 2.612052 1.005473 1.775588 0.273 0.134 -0.057
H 2.881825 -0.148931 -0.276311 -0.251 0.273 -0.023
H -1.987698 0.557697 -0.752692 -0.229 0.101 -0.099
H -0.003825 0.699595 0.310167 -0.196 0.173 -0.032
H 0.978476 1.114896 2.414626 0.173 -0.258 -0.124
```
Forces are in eV/Å.